69
Properties=species:S:1:pos:R:3 method="wB97M-V/def2-TZVPD" de_lowest_ev=0.0544 e_lumo_ev=2.15 max_force_ha_per_bohr=0.0051 charge=-1 homo_lumo_gap_ev=6.502
Cs 0.247 -1.028 -0.632
C -2.418 -1.012 -5.500
C -1.457 -1.060 -4.346
N -1.788 -0.888 -3.119
N -3.089 -0.581 -2.852
C -3.339 -0.601 -1.540
O -2.606 -0.990 -0.608
C -4.700 -0.046 -1.184
C -5.080 -0.009 0.155
C -6.301 0.532 0.530
C -7.161 1.043 -0.433
C -6.791 1.008 -1.771
C -5.569 0.468 -2.144
C -0.018 -1.297 -4.628
C 0.431 -1.515 -5.936
C 1.785 -1.701 -6.167
C 2.667 -1.662 -5.102
C 2.140 -1.441 -3.836
N 0.846 -1.273 -3.604
H -3.416 -0.824 -5.116
H -2.423 -1.954 -6.055
H -2.156 -0.221 -6.208
H -4.390 -0.409 0.887
H -6.584 0.556 1.576
H -8.114 1.468 -0.144
H -7.457 1.408 -2.525
H -5.260 0.440 -3.180
H -0.268 -1.532 -6.759
H 2.144 -1.869 -7.175
H 3.732 -1.789 -5.240
H 2.793 -1.381 -2.968
S 3.733 -0.099 -0.123
C 3.839 -1.443 0.963
C 5.078 -1.813 1.535
C 5.156 -2.863 2.418
C 3.998 -3.571 2.745
C 2.824 -3.156 2.142
N 2.725 -2.137 1.290
H 5.954 -1.243 1.256
H 6.110 -3.138 2.854
H 4.008 -4.404 3.433
H 1.893 -3.675 2.362
C 0.665 -0.434 3.576
C 1.798 0.391 2.986
N 1.864 1.738 3.561
C 2.817 1.930 4.648
C 4.193 2.300 4.114
C 1.043 2.760 3.233
O 1.011 3.824 3.845
C 0.120 2.548 2.067
C -1.254 2.644 2.252
C -2.092 2.456 1.167
C -1.522 2.197 -0.072
N -0.208 2.145 -0.271
C 0.592 2.311 0.782
H 0.699 -1.445 3.168
H -0.307 0.002 3.334
H 0.745 -0.497 4.663
H 1.749 0.430 1.899
H 2.759 -0.083 3.187
H 2.862 0.997 5.216
H 2.436 2.709 5.303
H 4.548 1.557 3.397
H 4.918 2.373 4.927
H 4.147 3.264 3.606
H -1.649 2.859 3.237
H -3.168 2.492 1.273
H -2.144 2.005 -0.940
H 1.659 2.228 0.593

***

133
Properties=species:S:1:pos:R:3 method="wB97M-V/def2-TZVPD" de_lowest_ev=1.2150 e_lumo_ev="2.06 / 2.06" spin_multiplicity=3 max_force_ha_per_bohr=0.0425 charge=-1 homo_lumo_gap_ev="5.229 / 5.409"
Pd 0.774 0.425 -1.307
C -0.837 0.130 -4.448
C -2.146 -0.256 -3.761
C -1.901 -1.343 -2.721
C -2.860 0.945 -3.177
C -4.112 1.209 -3.703
C -4.879 2.282 -3.284
C -4.319 3.171 -2.390
C -3.068 2.965 -1.836
C -2.481 4.129 -1.058
C -2.301 5.336 -1.987
C -3.313 4.538 0.161
C -2.342 1.769 -2.140
N -1.199 1.438 -1.460
C -1.174 1.726 -0.158
C -0.098 1.900 0.710
N 1.197 1.779 0.493
C 2.058 2.184 1.496
C 2.327 3.547 1.750
C 3.167 3.884 2.801
C 3.762 2.931 3.603
C 3.531 1.595 3.330
C 2.687 1.211 2.306
C 2.486 -0.261 2.030
C 2.252 -1.089 3.297
C 3.711 -0.803 1.300
C 1.801 4.723 0.949
C 1.478 4.429 -0.512
C 0.589 5.341 1.661
H -0.439 -0.726 -4.993
H -0.105 0.466 -3.700
H -0.998 0.935 -5.163
H -2.814 -0.676 -4.527
H -1.004 -1.083 -2.150
H -1.753 -2.307 -3.205
H -2.742 -1.422 -2.035
H -4.508 0.544 -4.463
H -5.872 2.434 -3.686
H -4.871 4.061 -2.123
H -1.493 3.852 -0.690
H -3.261 5.757 -2.282
H -1.763 5.044 -2.884
H -1.727 6.112 -1.481
H -4.308 4.871 -0.126
H -2.821 5.359 0.683
H -3.420 3.708 0.856
H -2.151 1.890 0.329
H -0.411 2.222 1.723
H 3.365 4.932 2.989
H 4.408 3.220 4.421
H 4.010 0.838 3.936
H 1.629 -0.382 1.356
H 3.200 -1.348 3.765
H 1.744 -2.021 3.048
H 1.650 -0.550 4.024
H 4.619 -0.611 1.869
H 3.794 -0.314 0.332
H 3.598 -1.876 1.153
H 2.600 5.478 0.968
H 0.454 4.089 -0.612
H 2.127 3.659 -0.924
H 1.589 5.331 -1.115
H -0.223 4.621 1.735
H 0.231 6.207 1.106
H 0.859 5.661 2.667
C -2.643 -2.735 6.380
C -2.939 -1.279 6.030
C -2.657 -0.935 4.567
C -1.162 -0.951 4.210
N -0.936 -0.713 2.806
C -1.028 -1.618 1.805
S -0.648 -1.176 0.246
N -1.405 -2.881 2.115
C -1.702 -3.896 1.140
C -3.170 -4.341 1.151
C -4.135 -3.390 0.441
C -4.354 -2.072 1.170
H -2.953 -2.949 7.402
H -1.580 -2.951 6.301
H -3.187 -3.405 5.715
H -2.347 -0.624 6.674
H -3.993 -1.079 6.234
H -3.047 0.063 4.351
H -3.183 -1.639 3.918
H -0.709 -1.908 4.492
H -0.647 -0.166 4.769
H -0.642 0.208 2.511
H -1.691 -3.078 3.060
H -1.063 -4.766 1.336
H -1.438 -3.482 0.165
H -3.495 -4.486 2.186
H -3.223 -5.312 0.655
H -5.099 -3.895 0.332
H -3.755 -3.186 -0.560
H -4.706 -2.254 2.184
H -5.103 -1.477 0.653
H -3.437 -1.495 1.206
C 2.012 -5.897 -2.098
Ge 3.118 -4.883 -0.794
C 4.804 -5.924 -0.499
C 2.118 -4.791 0.917
C 3.530 -3.047 -1.423
Se 1.841 -1.937 -1.350
C 1.241 -2.561 -3.100
H 2.027 -6.953 -1.842
H 2.387 -5.783 -3.110
H 0.985 -5.550 -2.069
H 4.573 -6.940 -0.193
H 5.407 -5.463 0.277
H 5.400 -5.970 -1.406
H 1.481 -5.662 1.036
H 1.494 -3.902 0.906
H 2.792 -4.736 1.767
H 3.916 -3.029 -2.440
H 4.272 -2.584 -0.778
H 0.391 -3.229 -2.979
H 2.059 -3.085 -3.589
H 0.951 -1.677 -3.659
C 0.273 3.290 -3.431
C 1.596 2.609 -3.537
C 2.618 3.027 -4.366
C 3.676 2.130 -4.176
C 3.245 1.221 -3.232
C 4.059 0.083 -2.718
N 1.971 1.498 -2.839
H 0.401 4.356 -3.628
H -0.130 3.153 -2.436
H -0.453 2.898 -4.147
H 2.589 3.879 -5.027
H 4.643 2.140 -4.655
H 5.105 0.227 -2.986
H 3.725 -0.863 -3.153
H 3.982 0.019 -1.632

***

6
Properties=species:S:1:pos:R:3 method="wB97M-V/def2-TZVPD" de_lowest_ev=0.6893 e_lumo_ev=0.22 smiles="S=c1cc1" max_force_ha_per_bohr=0.0765 homo_lumo_gap_ev=8.512
S -2.460 0.066 0.053
C -0.846 -0.075 0.087
C 0.535 0.687 0.103
C 0.423 -0.626 0.073
H 1.202 1.475 -0.229
H 1.145 -1.527 -0.087

***

16
Properties=species:S:1:pos:R:3 method="wB97M-V/def2-TZVPD" de_lowest_ev=0.0000 e_lumo_ev=6.30 smiles="CN[C@H](C(=O)[O-])[P@](=O)([O-])O" max_force_ha_per_bohr=0.0479 charge=-2 homo_lumo_gap_ev=6.898
C 0.982 0.023 -0.081
N -0.349 -0.164 0.468
C -1.341 0.509 -0.368
C -1.348 2.029 -0.069
O -0.830 2.350 1.028
O -1.775 2.798 -0.948
P -3.159 -0.381 0.019
O -4.024 -0.449 -1.191
O -3.748 0.030 1.329
O -2.481 -1.912 0.226
H 1.236 1.081 -0.246
H 1.729 -0.412 0.595
H 1.045 -0.497 -1.043
H -0.402 0.405 1.326
H -1.171 0.313 -1.429
H -1.656 -1.656 0.650

***

61
Properties=species:S:1:pos:R:3 method="wB97M-V/def2-TZVPD" e_lumo_ev=-0.64 max_force_ha_per_bohr=0.3638 homo_lumo_gap_ev=5.811
C 2.012 -0.351 -0.641
C 1.429 0.676 -1.435
C 1.091 1.767 -0.562
H 1.232 0.633 -2.492
C 1.519 1.428 0.747
C 2.030 0.105 0.721
H 2.376 -0.457 1.571
H 2.333 -1.318 -0.983
H 0.606 2.683 -0.853
H 1.331 2.006 1.634
Al 0.000 0.000 0.000
Cl -1.514 0.472 1.638
P -2.968 1.615 -1.803
C -3.183 3.442 -1.831
C -3.417 4.182 -2.987
H -3.479 3.681 -3.943
C -3.573 5.560 -2.920
H -3.752 6.123 -3.827
C -3.506 6.214 -1.698
H -3.630 7.288 -1.648
C -3.274 5.484 -0.540
H -3.214 5.986 0.416
C -3.103 4.110 -0.607
H -2.907 3.546 0.297
C -2.843 1.231 -3.598
C -1.582 1.343 -4.186
H -0.734 1.632 -3.578
C -1.408 1.091 -5.537
H -0.425 1.187 -5.980
C -2.488 0.701 -6.318
H -2.351 0.494 -7.371
C -3.742 0.573 -5.739
H -4.588 0.268 -6.341
C -3.921 0.840 -4.389
H -4.904 0.746 -3.948
C -4.678 1.049 -1.424
C -5.794 1.882 -1.433
H -5.680 2.930 -1.672
C -7.052 1.374 -1.139
H -7.911 2.033 -1.147
C -7.212 0.028 -0.841
H -8.194 -0.366 -0.614
C -6.104 -0.810 -0.831
H -6.220 -1.859 -0.593
C -4.846 -0.300 -1.109
H -3.983 -0.955 -1.085
C 3.815 -4.179 2.157
Si 3.679 -2.408 2.728
C 3.234 -2.368 4.539
C 5.310 -1.541 2.467
C 2.349 -1.537 1.742
C 1.422 -0.931 1.054
H 4.604 -4.695 2.742
H 4.078 -4.200 1.080
H 2.844 -4.693 2.312
H 4.023 -2.884 5.124
H 3.152 -1.314 4.876
H 2.263 -2.882 4.692
H 5.572 -1.563 1.389
H 5.226 -0.487 2.805
H 6.100 -2.056 3.051